(1)
33
Properties=species:S:1:pos:R:3:forces:R:3 method="wB97M-V/def2-TZVPD" orbital_gap_ev=7.7 e_tot_ha=-1672.6719 multiplicity=1 charge=0 fmax_ev_per_a=1.0
C -1.99584 -0.86605 -1.75894 0.277 -0.094 -0.132
C -1.17369 -0.56096 -0.50775 0.351 -0.403 -0.638
I -1.91300 1.17657 0.48571 -0.042 0.118 -0.069
C 0.33058 -0.45029 -0.88492 -0.550 -0.232 0.406
I 1.24395 -2.37080 -0.61555 0.047 -0.190 -0.234
N 1.08854 0.44192 -0.02038 0.449 0.071 -0.142
C 1.44176 1.66652 -0.30671 -0.246 0.034 -0.030
N 1.92520 2.49247 0.65285 0.008 -0.605 -0.276
N 1.22392 2.16451 -1.58219 0.657 0.361 0.700
C 2.13538 1.81345 -2.68416 -0.582 -0.060 -0.341
C 3.60734 1.71654 -2.36665 0.696 -0.024 -0.551
O 4.43141 1.81633 -3.23838 -0.372 -0.028 0.414
H -1.41491 -1.53067 -2.41237 -0.096 -0.022 0.085
H -2.91252 -1.39406 -1.50015 -0.036 0.197 0.040
H -2.22595 0.03623 -2.32786 -0.047 -0.048 0.042
H -1.30820 -1.38043 0.19943 0.016 0.548 0.025
H 0.46250 -0.21736 -1.93601 0.019 0.347 0.168
H 1.27242 0.07188 0.90840 -0.075 0.014 0.048
H 2.65414 3.13276 0.37605 -0.206 0.177 -0.040
H 2.04813 2.10725 1.57979 -0.189 0.101 0.056
H 1.05460 3.16012 -1.51474 0.060 0.004 -0.131
H 2.02940 2.58410 -3.45210 -0.058 -0.145 0.080
H 1.81944 0.87518 -3.15552 0.134 0.020 0.092
H 3.93237 1.52253 -1.32709 -0.173 -0.008 0.149
B -1.09315 -2.40762 2.76928 0.109 -0.260 0.030
O -1.73862 -2.40462 4.10230 -0.021 0.068 -0.229
C -2.95540 -1.89287 4.01727 0.053 -0.007 0.162
O -3.73274 -1.74520 4.91363 -0.033 0.013 -0.018
C -3.20466 -1.49503 2.54135 -0.148 -0.026 0.052
O -4.19376 -0.98676 2.09733 -0.002 -0.009 -0.021
O -2.11748 -1.80519 1.85392 -0.230 -0.280 0.373
F -0.76446 -3.68186 2.34419 -0.014 0.084 0.028
F 0.04331 -1.58858 2.74997 0.244 0.281 -0.096


(2)
42
Properties=species:S:1:pos:R:3:forces:R:3 method="wB97M-V/def2-TZVPD" e_above_lowest_ev=2.822 orbital_gap_ev=9.4 e_tot_ha=-32598.3125 multiplicity=1 charge=0 fmax_ev_per_a=4.5
C -0.82369 5.37283 2.41870 1.073 0.072 -0.105
Br 0.83436 6.23925 3.18884 -1.243 -0.570 -0.696
Br -0.36039 3.46099 1.92861 -0.743 1.785 0.766
Br -1.58514 6.36036 0.92675 0.510 -0.406 0.415
H -1.57504 5.47406 3.20185 0.322 -0.704 -0.103
C -3.08880 -1.92703 3.44869 -0.231 0.140 -0.321
Br -3.99650 -2.54820 5.09098 0.230 0.329 -1.084
Br -3.80257 -0.20539 2.71207 -0.486 -1.347 1.072
Br -3.00494 -3.32088 2.00848 -0.238 0.996 1.316
H -2.07848 -1.71426 3.79809 -0.200 -0.089 -0.450
C -1.90491 2.54330 -2.65524 -0.674 0.814 -0.168
Br -0.06831 3.16652 -3.11696 -1.439 0.003 0.295
Br -3.30367 3.19482 -4.00756 1.503 -0.756 1.066
Br -2.61738 3.04848 -0.85841 0.857 -0.230 -1.268
H -1.81548 1.45698 -2.65785 -0.417 0.228 -0.209
C -3.80820 -1.54385 -1.25495 0.659 -0.337 -0.373
Br -4.94705 -3.19027 -1.09946 0.849 1.565 -0.431
Br -4.70634 0.10874 -1.88336 0.491 -1.457 0.370
Br -2.08840 -1.88209 -2.29204 -1.545 0.125 0.287
H -3.35886 -1.35516 -0.27997 -0.648 0.041 0.007
C 3.72108 -3.28316 -1.83264 0.014 0.251 0.553
C 2.67167 -3.01847 -0.77058 1.047 0.312 0.370
O 3.17255 -1.83263 -0.06795 1.262 1.260 0.561
S 4.59523 -1.21767 -0.75486 -0.284 -3.347 -0.090
O 5.74612 -1.98926 -0.27526 -2.060 1.782 -0.458
O 4.67585 0.22678 -0.81621 -0.939 -2.364 -0.102
O 4.10882 -1.95453 -2.13998 1.545 2.183 -1.190
H 3.29146 -3.78749 -2.69819 0.316 0.306 -0.095
H 4.61708 -3.76780 -1.44480 -0.262 -0.485 -0.059
H 2.66278 -3.84741 -0.06285 -0.575 0.242 0.060
H 1.72508 -2.74189 -1.23487 -0.068 -0.170 0.394
C 0.75269 1.13526 -0.51108 0.967 1.518 0.149
C 1.62142 0.94733 0.70302 -0.230 -0.510 0.460
O 1.05898 -0.21368 1.42109 -1.111 -0.346 0.486
S -0.32012 -0.81707 0.74789 2.644 1.916 -1.382
O -1.45511 -0.16117 1.32756 1.042 -0.483 -0.714
O -0.32475 -2.24985 0.57447 0.600 2.151 0.221
O 0.13109 -0.05425 -0.69009 -2.468 -3.686 -0.535
H 1.41967 1.40401 -1.33024 -0.241 -0.479 -0.375
H 0.02355 1.94340 -0.45303 -0.003 0.077 0.446
H 1.56538 1.90046 1.22886 0.375 -0.582 0.835
H 2.63910 0.63977 0.46254 -0.198 0.253 0.081


(3)
24
Properties=species:S:1:pos:R:3:forces:R:3 method="wB97M-V/def2-TZVPD" e_above_lowest_ev=1.062 orbital_gap_ev=9.6 e_tot_ha=-1597.0598 multiplicity=1 charge=0 smiles="O=C=C1C[C@@H]1/C=C/Cl.C[SiH](C)Cl" fmax_ev_per_a=4.1
O 0.66624 0.87875 1.98504 1.052 0.090 -1.196
C 1.23995 0.85359 0.95157 -1.950 -0.213 1.941
C 1.75697 0.75995 -0.20555 0.371 -0.033 -1.501
C 1.60239 0.57315 -1.69453 1.713 -0.950 0.489
C 2.93296 1.04411 -1.03590 0.667 2.650 -0.631
C 4.14837 0.17067 -0.94005 -2.380 0.389 2.905
C 4.56812 -0.32652 0.21970 0.940 1.317 1.716
Cl 5.77316 -1.55188 0.16824 0.532 -0.518 0.130
H 1.02764 1.26239 -2.28434 -0.124 0.421 0.113
H 1.65835 -0.44438 -2.15393 -0.238 0.755 0.839
H 3.22273 2.17869 -1.16864 -0.870 -2.172 0.147
H 4.52022 -0.28191 -1.76902 1.003 -1.018 -2.599
H 4.50671 0.07473 1.31331 -0.762 -0.734 -2.353
C -3.59593 -0.57177 2.19102 -1.203 0.242 0.344
Si -2.82908 -0.98048 0.47449 -1.756 1.021 -0.610
C -3.62907 0.24062 -0.83498 2.072 2.125 2.804
Cl -3.46856 -2.90678 0.02863 -0.051 -0.085 0.045
H -4.67103 -1.09766 2.21427 2.459 1.116 0.060
H -2.96228 -0.91253 3.02220 -0.352 -0.511 -0.241
H -3.72737 0.52693 2.48259 0.040 -1.304 -1.008
H -1.38708 -1.10535 0.21029 0.137 0.301 0.457
H -4.15785 1.09818 -0.24429 1.177 -1.296 -1.009
H -2.83093 0.66563 -1.49892 -0.709 -0.192 0.643
H -4.36464 -0.14816 -1.43118 -1.767 -1.402 -1.484


(4)
24
Properties=species:S:1:pos:R:3:forces:R:3 method="wB97M-V/def2-TZVPD" e_above_lowest_ev=1.216 orbital_gap_ev=9.3 e_tot_ha=-1597.0541 multiplicity=1 charge=0 fmax_ev_per_a=4.1
C 1.42086 1.79439 -2.38365 0.212 0.018 -0.203
C 2.48998 1.59215 -3.13997 -0.259 -0.007 0.235
C -1.73651 1.73338 -1.84791 2.474 -3.008 1.204
C 0.59588 1.77047 0.05927 0.198 -0.061 0.192
C 1.17949 1.05504 -1.14018 0.154 -0.038 0.120
C -0.19968 0.75853 -0.65618 -2.756 1.095 -1.809
C -2.71554 -0.53517 0.48369 0.518 -0.175 -0.346
C 0.10532 -1.62761 1.27871 -0.270 0.185 -0.516
O -2.33657 1.17191 -2.68936 0.162 0.385 0.332
Si -0.95290 -0.88116 -0.12967 -0.170 0.443 0.855
Cl 2.77993 2.45870 -4.59735 0.041 0.133 -0.216
Cl -1.95396 3.34756 -1.33830 -0.261 1.068 0.218
H 0.67828 2.52729 -2.66399 -0.025 0.161 -0.127
H 3.25916 0.87292 -2.90440 0.030 -0.058 0.028
H 0.97376 1.53122 1.04408 0.042 -0.068 0.089
H 0.33938 2.81330 -0.06030 -0.050 0.071 -0.105
H 1.91772 0.28274 -0.94554 -0.021 -0.057 0.091
H -3.30489 -0.05511 -0.29183 -0.083 0.047 -0.147
H -3.22216 -1.45635 0.75327 -0.061 -0.209 0.060
H -2.72307 0.11292 1.35467 0.133 0.120 0.160
H 0.96673 -1.00762 1.50781 0.156 0.147 0.026
H -0.46952 -1.73686 2.19346 -0.153 0.045 0.103
H 0.47948 -2.61081 1.01130 0.044 -0.155 -0.088
H -0.94391 -1.77731 -1.29288 -0.054 -0.084 -0.156


(5)
41
Properties=species:S:1:pos:R:3:forces:R:3 method="wB97M-V/def2-TZVPD" orbital_gap_ev="3.4 / 8.4" e_tot_ha=-6560.6127 multiplicity=3 charge=-1 s_squared=2.004 fmax_ev_per_a=3.4
Cu 0.17144 -0.12188 0.09443 0.168 1.122 0.518
C -3.68327 1.53419 -1.05132 0.114 -1.666 0.840
F -4.55063 2.02255 -0.09710 1.152 -0.092 -1.546
F -4.38551 0.96002 -2.04592 -0.225 0.272 0.491
F -2.94749 2.48505 -1.63225 -0.381 -0.097 0.978
S -2.62180 0.07227 -0.19741 -0.559 -0.469 2.679
O -1.63576 -0.37604 -1.13463 -0.577 -1.033 -3.237
O -1.78015 0.69432 0.83830 -0.690 0.995 0.566
O -3.54108 -0.92856 0.36393 0.354 1.672 -1.385
C 3.98678 1.15885 1.56657 -2.462 -1.089 0.449
F 3.69794 1.98487 0.51928 1.334 -0.416 1.403
F 5.13439 0.47028 1.39366 -0.955 1.407 0.103
F 3.94704 1.79911 2.77831 1.061 0.064 -1.742
S 2.48871 -0.01909 1.72414 -1.445 -2.541 1.143
O 1.24101 0.72913 1.91245 0.863 1.273 1.102
O 2.23316 -0.68149 0.44693 1.886 -0.514 -1.325
O 2.83072 -0.95156 2.79800 0.439 1.623 -0.872
Cl 0.76000 -2.41317 -1.69370 0.109 -0.466 -0.474
C 1.11114 -2.28156 -3.46366 -0.110 -0.531 1.063
C 0.26431 -1.20387 -4.06301 -0.028 0.381 -1.035
Cl 0.65428 0.42181 -3.43606 0.020 -0.204 -0.163
H 0.89330 -3.25519 -3.90263 -0.199 0.084 -0.062
H 2.19123 -2.14233 -3.50968 -0.194 0.437 -0.306
H -0.81562 -1.33509 -3.99478 0.158 -0.246 0.700
H 0.43188 -1.19758 -5.14003 0.345 0.195 -0.103
Cl -0.51220 3.51272 2.17807 -0.292 -0.140 0.699
C -0.01202 4.60179 0.90833 0.197 0.054 -0.847
C 1.02327 3.95843 0.00152 0.564 1.721 0.181
Cl 0.53944 2.36951 -0.57406 -0.042 -0.411 -0.692
H 0.35817 5.52899 1.34578 0.096 -0.092 0.010
H -0.85989 4.84120 0.26653 -0.251 -0.041 0.291
H 2.02226 3.91657 0.43554 -0.183 -0.309 0.258
H 1.10843 4.61322 -0.86572 0.026 -0.023 -0.185
Cl -1.32205 -4.91950 0.24962 -0.094 0.238 0.369
C -1.16760 -4.59431 1.99785 -0.138 0.554 0.909
C -1.38822 -3.12051 2.49057 0.025 -1.574 -0.237
Cl -0.26543 -1.99163 1.63845 -0.282 -0.973 0.672
H -0.20092 -4.97354 2.32922 0.306 0.493 -0.382
H -1.83706 -5.25464 2.54912 -0.543 0.150 -0.300
H -1.15153 -3.16422 3.55367 0.310 0.296 -0.006
H -2.41068 -2.74913 2.42168 0.123 -0.104 -0.526


(6)
30
Properties=species:S:1:pos:R:3:forces:R:3 method="wB97M-V/def2-TZVPD" e_above_lowest_ev=6.426 orbital_gap_ev=7.6 e_tot_ha=-2886.0530 multiplicity=1 charge=0 smiles="CC[C@@H](Cl)[C@@H]1[C@H]([PH2]=S)[C@@H](N=C=S)S(=O)(=O)O[C@@H]1I" fmax_ev_per_a=8.1
C -3.37496 -2.29528 -0.25184 -0.511 -0.133 -1.592
C -2.51091 -0.95921 -0.65659 -1.147 1.036 0.696
C -1.45327 -0.46866 0.54248 -0.908 0.747 -1.286
Cl -1.25560 -1.92957 1.67516 0.729 1.417 -0.559
C -0.03000 0.04684 -0.14159 0.639 -1.284 0.557
C 1.13875 0.39334 0.99266 -0.912 -1.262 0.426
P 0.57470 1.88460 2.11324 0.458 0.264 -0.034
S 1.04669 3.62331 1.38033 0.142 -0.248 0.186
C 2.63323 0.62597 0.33947 -0.799 1.422 2.686
N 3.63493 -0.46414 0.63464 -3.846 -5.853 -2.717
C 3.21430 -1.70165 0.21903 1.220 2.326 -2.206
S 2.86794 -3.09582 -0.75307 1.220 4.655 3.915
S 2.41086 1.05234 -1.46851 4.139 -0.189 -6.917
O 2.23218 -0.15282 -2.42024 -0.387 3.260 4.136
O 3.64045 1.86765 -1.98186 -5.061 -2.186 2.984
O 0.98532 1.99659 -1.58316 1.045 -2.073 1.457
C -0.22129 1.21565 -1.27451 -0.312 -1.961 -1.235
I -1.82965 2.64985 -0.86752 0.787 -0.508 -0.205
H -4.23020 -2.40173 -1.07787 1.836 0.281 1.728
H -2.71354 -3.26334 -0.36372 -1.407 1.986 0.602
H -3.93712 -2.21515 0.77898 1.493 -0.146 -2.054
H -3.30154 -0.06836 -0.73182 1.793 -1.922 0.012
H -1.99572 -1.02648 -1.71312 -0.897 -0.184 2.250
H -1.98494 0.37667 1.18813 1.343 -1.923 -1.447
H 0.39029 -0.90776 -0.72192 -0.900 2.075 1.132
H 1.20862 -0.52353 1.75417 -0.158 1.791 -1.874
H -0.86733 1.81693 2.38317 1.273 -0.569 -0.200
H 1.19999 1.65915 3.42387 -0.672 -0.267 -1.079
H 3.05774 1.61234 0.86236 -0.788 -1.953 -1.648
H -0.52990 0.65226 -2.28035 0.590 1.399 2.286


(7)
25
Properties=species:S:1:pos:R:3:forces:R:3 method="wB97M-V/def2-TZVPD" e_above_lowest_ev=10.433 orbital_gap_ev="7.3 / 7.9" e_tot_ha=-1052.3696 multiplicity=1 charge=0 fmax_ev_per_a=4.2
C 2.40841 2.06980 2.27418 -2.273 -2.110 -0.944
C 1.36503 1.22496 2.36581 -0.640 -0.300 1.359
C 0.72961 0.40968 1.25847 1.485 1.989 1.545
C -0.36938 -0.20954 1.63023 -0.082 -0.902 -1.779
C 1.37833 0.46249 -0.11899 2.673 0.925 2.582
C -0.95868 -2.88407 -0.20747 1.050 0.678 -1.903
C -2.08445 0.37260 -1.71187 -2.526 2.400 -1.373
C -1.69034 -1.59673 -0.47540 0.693 1.165 -1.216
N -2.69398 -1.29702 0.42358 -1.140 0.062 1.306
O -2.82941 -2.15776 1.29597 -0.298 -0.687 0.509
O -3.39395 -0.27386 0.46171 0.247 0.047 -0.521
O -1.55406 -0.89614 -1.64564 0.696 -3.523 1.651
Cl -1.19059 -0.69955 2.95815 0.068 0.407 0.489
H 2.88110 2.43943 3.09836 0.786 1.188 2.278
H 2.84578 2.33432 1.36133 0.576 0.066 -1.405
H 0.81635 1.04567 3.37525 1.434 0.402 -1.641
H 1.32284 1.45010 -0.54432 -0.072 0.390 -0.170
H 2.50005 0.12944 -0.14198 -2.126 0.534 0.371
H 0.80790 -0.19135 -0.61232 -1.774 -2.454 -2.855
H -1.66401 -3.61088 0.18985 0.247 -0.176 -0.421
H -0.43634 -3.15539 -1.19390 -0.753 0.046 1.569
H -0.20276 -2.68159 0.57262 -0.269 -0.293 -0.410
H -1.97959 0.74743 -2.82116 0.318 -0.647 2.304
H -1.52489 0.95149 -0.93016 -0.889 0.247 -0.946
H -3.24391 0.32337 -1.50434 2.569 0.546 -0.377


(8)
23
Properties=species:S:1:pos:R:3:forces:R:3 method="wB97M-V/def2-TZVPD" orbital_gap_ev=6.7 e_tot_ha=-873.8857 multiplicity=1 charge=0 fmax_ev_per_a=4.1
C -0.90461 -1.34352 -1.30013 0.060 -0.364 1.123
C -1.77449 -0.37791 -0.69666 0.171 -0.481 0.639
C -1.70123 -0.51931 0.71249 -0.285 -0.236 -0.546
C -0.79752 -1.58478 1.01042 -0.054 -0.252 -0.808
C -0.32365 -2.12388 -0.23344 -1.142 -0.148 -0.025
Zr 0.94018 -0.14520 -0.08551 1.446 -3.450 1.615
N 2.39344 -1.40596 -0.51639 -0.649 3.415 -1.514
C 0.47259 1.65227 -1.40292 -0.244 1.534 -0.220
C -0.52066 2.45615 -0.93021 1.191 0.194 -0.853
H -2.33888 -0.00236 1.43809 0.638 -0.060 -0.374
H -2.42611 0.31720 -1.22513 0.264 -0.208 0.137
H -0.58323 -1.97744 2.00691 0.028 0.231 -0.434
H 0.41435 -2.90954 -0.35452 -0.408 0.121 0.046
H -0.77949 -1.52891 -2.36527 0.065 0.071 0.297
H -1.52816 2.49008 -1.37977 0.620 -0.503 0.456
H 1.53392 1.75957 -1.02617 -0.860 0.637 -0.632
H 2.97974 -1.33801 -1.41724 -0.835 -0.583 1.718
H -0.31603 3.26571 -0.19599 -0.015 -0.856 -0.493
H 0.30393 0.80050 -2.12914 0.044 1.152 0.398
Cl -0.06331 1.12634 3.01464 -1.464 0.868 0.992
C 1.32794 0.59593 2.14414 1.393 -1.158 -1.375
H 2.17236 1.23916 2.44858 -0.253 -0.496 -0.269
H 1.51890 -0.44608 2.48321 0.289 0.573 0.120


(9)
26
Properties=species:S:1:pos:R:3:forces:R:3 method="wB97M-V/def2-TZVPD" e_above_lowest_ev=0.000 orbital_gap_ev="9.8 / 6.3" e_tot_ha=-2070.1673 multiplicity=4 charge=+2 s_squared=3.778 fmax_ev_per_a=11.0
Co -0.03452 -0.14093 -0.00198 0.523 5.781 0.327
C 1.57534 -0.83023 0.51087 8.298 -4.251 2.553
O 2.56190 -1.35303 0.83715 -4.760 2.597 -1.552
C -0.83287 -1.69580 -0.10704 -4.569 -10.002 -0.547
O -1.30237 -2.75054 -0.15060 1.936 4.470 0.207
C 0.50651 -0.13808 -1.82733 2.575 -0.278 -8.201
O 0.85729 -0.24882 -2.92872 -1.674 0.473 5.288
C -0.54010 0.12562 1.82463 -2.712 0.768 9.145
O -0.80632 0.22628 2.96072 1.556 -0.525 -6.218
H -1.31225 1.10595 -0.46566 -0.479 0.415 -0.185
H -1.64575 0.42648 -0.50349 -0.943 0.386 -0.228
C 0.33779 3.86665 1.75784 -0.516 0.096 0.279
C -0.29797 2.89487 0.82656 1.026 0.287 -0.640
O 0.69884 1.84167 0.52374 -1.240 -1.860 -0.732
C 1.88311 2.19120 -0.25150 -0.228 0.343 0.435
C 1.56271 3.02069 -1.45327 0.604 -0.053 -0.079
H 0.60806 3.37454 2.68802 0.092 0.008 0.105
H -0.41299 4.61173 1.97875 -0.081 0.424 0.207
H 1.19748 4.35596 1.33471 0.306 0.236 -0.170
H -1.16710 2.43642 1.27623 -0.120 -0.419 0.147
H -0.59983 3.30626 -0.14016 -0.022 0.189 0.173
H 2.50739 2.66215 0.48255 0.696 0.497 -0.044
H 2.35700 1.25170 -0.53669 -0.007 -0.024 0.062
H 1.17944 3.99470 -1.20058 -0.161 0.338 0.042
H 2.50978 3.16822 -1.96303 0.101 0.142 -0.264
H 0.89375 2.52132 -2.14667 -0.200 -0.038 -0.110